Entry 1:
DFT (ωB97M-V/def2-TZVPD) results for 2 unconnected molecules or ions with the total composition C14H27Cl2N4O5S.

The geometry in XYZ format:
```
53
Properties=species:S:1:pos:R:3:lowdin_charge:R:1
C -1.512 3.458 0.955 -0.117
C -0.456 3.452 -0.294 -0.241
C -0.906 2.494 -1.503 -0.167
C -0.389 0.953 -1.335 -0.166
O -0.799 0.542 -0.006 -0.091
N -0.470 -0.730 0.309 -0.026
C 0.957 -0.972 0.431 -0.141
N 1.831 0.022 0.765 0.198
N 1.446 -2.338 0.243 -0.031
C 2.897 -2.496 0.585 -0.158
C 3.076 -2.596 2.193 -0.167
C 4.018 -1.435 2.817 -0.218
S 3.551 -1.363 4.642 0.723
O 3.833 -2.688 5.333 -0.320
O 2.080 -1.059 4.826 -0.350
O 4.438 -0.177 5.440 -0.181
C 1.132 -2.897 -1.113 -0.126
C -0.337 -2.500 -1.607 -0.058
C -1.202 -1.768 -0.467 -0.222
O -1.759 -2.746 0.472 -0.005
C -1.837 -2.190 1.788 -0.199
N -1.784 -1.645 2.870 0.179
H -1.362 2.510 1.588 0.063
H -1.180 4.337 1.635 0.083
H -2.600 3.563 0.605 0.085
H -0.498 4.535 -0.708 0.115
H 0.620 3.247 0.034 0.101
H -2.049 2.512 -1.656 0.091
H -0.427 2.901 -2.478 0.129
H -0.869 0.381 -2.201 0.122
H 0.740 0.995 -1.516 0.126
H 2.657 0.257 0.184 0.150
H 1.685 0.630 1.593 0.161
H 3.600 -1.744 0.081 0.132
H 3.207 -3.536 0.175 0.147
H 2.056 -2.690 2.728 0.132
H 3.627 -3.591 2.422 0.135
H 3.853 -0.401 2.359 0.087
H 5.126 -1.754 2.811 0.129
H 4.303 0.653 4.909 0.098
H 1.972 -2.621 -1.854 0.146
H 1.191 -4.051 -1.010 0.151
H -0.293 -1.818 -2.544 0.131
H -0.971 -3.411 -1.944 0.150
H -2.087 -1.260 -1.019 0.192
Cl -3.883 4.105 -3.499 0.543
C -5.289 3.104 -3.942 -0.654
C -4.985 1.621 -3.853 -0.668
Cl -3.836 1.093 -5.110 0.527
H -5.606 3.391 -4.946 0.074
H -6.090 3.359 -3.246 0.076
H -5.901 1.046 -4.001 0.075
H -4.568 1.354 -2.881 0.058
```

Output
* net charge: +1
* highest occupied orbital energy: -12.94 eV
* frontier orbital gap: 8.3 eV

***

Entry 2:
DFT (ωB97M-V/def2-TZVPD) results for a gas-phase ion, C3H6N (charge +1).

The geometry in XYZ format:
```
10
Properties=species:S:1:pos:R:3:lowdin_charge:R:1
C -0.828 -0.278 0.008 -0.137
C -0.830 -0.833 -1.182 0.102
C 0.968 1.090 0.733 0.202
N 0.386 -0.045 0.796 0.064
H -1.665 -0.044 0.664 0.132
H 0.124 -1.020 -1.662 0.089
H -1.707 -1.102 -1.752 0.092
H 1.925 1.221 1.229 0.130
H 0.711 1.840 -0.008 0.139
H 0.916 -0.828 1.173 0.188
```

Output
* net charge: +1
* highest occupied orbital energy: -15.90 eV
* frontier orbital gap: 10.1 eV
* SMILES: C=C[NH+]=C

***

Entry 3:
DFT (ωB97M-V/def2-TZVPD) results for 2 unconnected molecules or ions with the total composition C2F3N2O.

The geometry in XYZ format:
```
8
Properties=species:S:1:pos:R:3:lowdin_charge:R:1
C -1.156 0.766 -0.120 -0.187
C 1.278 -0.154 -0.016 -0.329
N -1.587 -1.526 0.368 0.380
N -1.634 -0.433 0.070 0.095
O -1.368 1.866 -0.360 0.309
F 1.727 0.835 -0.728 0.259
F 1.213 -1.392 -0.485 0.238
F 1.526 0.038 1.271 0.235
```

Output
* net charge: +1
* highest occupied orbital energy (spin up / spin down): -14.90 / -15.40 eV
* frontier orbital gap (spin up / spin down): 7.1 / 7.6 eV

***

Entry 4:
DFT (ωB97M-V/def2-TZVPD) results for a molecular structure, C27H38AuN6S.

The geometry in XYZ format:
```
73
Properties=species:S:1:pos:R:3:lowdin_charge:R:1
Au -0.787 0.166 -0.085 1.076
C 0.518 -2.633 1.147 -0.224
C 0.829 -1.700 2.328 -0.182
C -0.264 -0.800 2.913 -0.232
N -0.747 0.249 2.032 -0.085
C -1.455 1.265 2.493 -0.231
C -1.712 1.445 3.871 -0.016
C -2.626 2.251 4.521 -0.073
C -3.610 3.077 3.995 -0.101
C -3.764 3.426 2.665 -0.077
C -2.949 3.131 1.586 -0.024
C -1.830 2.284 1.474 -0.244
N -1.049 2.253 0.403 -0.088
C -1.141 3.167 -0.711 -0.232
C -1.862 2.591 -1.944 -0.151
C -1.051 1.533 -2.729 -0.205
N -1.249 0.223 -2.141 -0.058
C -1.755 -0.829 -2.720 -0.174
C -1.917 -0.877 -4.138 0.022
C -2.614 -1.737 -4.950 -0.049
C -3.332 -2.885 -4.614 -0.040
C -3.396 -3.497 -3.363 -0.050
C -2.834 -3.114 -2.169 0.026
C -2.100 -1.952 -1.788 -0.179
N -1.705 -1.774 -0.561 -0.031
C -2.031 -2.582 0.594 -0.204
C -0.825 -3.373 1.141 -0.160
H 1.306 -3.389 1.139 0.105
H 0.622 -2.087 0.211 0.050
H 1.664 -1.060 2.025 0.098
H 1.177 -2.310 3.166 0.115
H 0.180 -0.347 3.805 0.110
H -1.110 -1.410 3.262 0.123
H -1.115 0.824 4.526 0.091
H -2.610 2.182 5.603 0.110
H -4.316 3.505 4.696 0.101
H -4.610 4.067 2.442 0.110
H -3.228 3.621 0.660 0.096
H -0.114 3.406 -1.007 0.111
H -1.625 4.104 -0.421 0.110
H -2.083 3.417 -2.622 0.116
H -2.811 2.144 -1.637 0.115
H 0.017 1.767 -2.665 0.093
H -1.350 1.576 -3.776 0.102
H -1.419 -0.076 -4.666 0.107
H -2.604 -1.483 -6.004 0.118
H -3.859 -3.380 -5.419 0.116
H -3.951 -4.427 -3.326 0.117
H -2.994 -3.814 -1.361 0.104
H -2.851 -3.281 0.415 0.105
H -2.379 -1.879 1.354 0.109
H -0.707 -4.270 0.528 0.111
H -1.088 -3.710 2.146 0.119
C 5.657 1.728 -0.260 -0.050
N 4.279 1.456 0.141 -0.223
C 3.546 2.663 0.496 -0.097
C 3.616 0.370 -0.343 -0.745
S 2.025 0.512 -0.918 0.645
N 4.278 -0.803 -0.317 -0.202
C 3.836 -1.986 -1.034 -0.073
C 5.423 -1.045 0.548 -0.050
H 5.666 2.563 -0.966 0.099
H 6.100 0.869 -0.752 0.077
H 6.264 2.002 0.604 0.098
H 4.144 3.222 1.217 0.093
H 2.592 2.407 0.945 0.061
H 3.364 3.295 -0.378 0.088
H 3.022 -1.738 -1.703 0.040
H 3.496 -2.750 -0.331 0.086
H 4.672 -2.391 -1.609 0.096
H 5.517 -0.257 1.289 0.091
H 6.352 -1.124 -0.022 0.095
H 5.269 -1.993 1.067 0.095
```

Output
* net charge: +1
* highest occupied orbital energy (spin up / spin down): -9.14 / -9.23 eV
* frontier orbital gap (spin up / spin down): 6.2 / 4.2 eV
* multiplicity: 3

***

Entry 5:
DFT (ωB97M-V/def2-TZVPD) results for a molecular structure, C4H16CdCl2O4.

The geometry in XYZ format:
```
27
Properties=species:S:1:pos:R:3:lowdin_charge:R:1
Cd 0.183 0.168 -0.080 1.090
Cl -0.998 2.290 -0.034 -0.252
Cl 1.167 -2.021 -0.558 -0.163
C 2.226 0.335 -2.612 -0.221
O 1.662 1.109 -1.598 -0.296
H 2.668 1.045 -3.357 0.096
H 3.038 -0.325 -2.213 0.086
H 1.552 -0.236 -3.167 0.037
H 1.322 2.040 -1.859 0.116
C -1.882 0.112 2.576 -0.165
O -1.398 -0.704 1.513 -0.266
H -2.882 -0.066 2.820 0.063
H -1.402 -0.232 3.474 0.066
H -1.538 1.169 2.410 0.047
H -2.128 -0.811 0.827 0.077
C 2.096 -0.035 2.802 -0.172
O 1.871 0.052 1.444 -0.293
H 1.257 0.322 3.377 0.066
H 2.295 -1.081 3.157 0.103
H 3.007 0.554 3.103 0.095
H 2.174 -0.783 0.995 -0.029
C -2.445 -0.212 -2.349 -0.190
O -2.154 -0.908 -1.180 -0.207
H -2.551 0.873 -2.108 0.066
H -1.712 -0.355 -3.123 0.073
H -3.364 -0.448 -2.853 0.070
H -2.065 -1.852 -1.408 0.102
```

Output
* highest occupied orbital energy: -9.77 eV
* frontier orbital gap: 10.3 eV

***

Entry 6:
DFT (ωB97M-V/def2-TZVPD) results for 2 unconnected molecules or ions with the total composition CH7N2S.

The geometry in XYZ format:
```
11
Properties=species:S:1:pos:R:3:lowdin_charge:R:1
S 1.442 -0.766 -2.249 -0.235
H 1.112 0.524 -2.071 -0.440
N 0.830 -0.130 1.036 -0.029
C -0.464 0.445 0.853 -0.435
N -1.282 0.035 -0.279 -0.037
H 1.268 -0.440 0.164 -0.071
H 0.692 -0.972 1.589 0.045
H -0.431 1.539 0.861 0.088
H -1.106 0.204 1.707 0.083
H -1.118 -0.936 -0.500 0.028
H -0.942 0.497 -1.112 0.004
```

Output
* net charge: -1
* highest occupied orbital energy: -2.88 eV
* frontier orbital gap: 7.2 eV

***

Entry 7:
DFT (ωB97M-V/def2-TZVPD) results for a molecular structure, C19H42BrF3InO6.

The geometry in XYZ format:
```
72
Properties=species:S:1:pos:R:3:lowdin_charge:R:1
C 2.732 2.565 4.416 -0.044
C 2.499 3.136 3.128 -0.225
C 2.108 3.581 1.564 -0.305
In 0.883 1.857 0.632 0.475
Br 0.055 0.406 2.653 0.070
C -0.690 2.797 -0.639 -0.306
C -2.043 1.994 -0.977 -0.291
C -2.191 0.446 -0.555 -0.197
C -3.644 0.065 0.182 -0.221
O -4.035 1.023 1.227 -0.272
C -3.482 0.678 2.545 -0.154
C 2.375 0.626 -0.629 -0.231
C 2.790 -0.738 0.180 -0.319
O 1.863 -1.841 -0.204 -0.113
C 4.375 -1.155 0.067 -0.173
F 4.476 -2.628 -0.185 -0.015
F 4.974 -0.937 1.431 -0.016
F 5.152 -0.369 -0.919 0.001
H 2.709 1.836 5.359 0.032
H 1.407 4.524 1.589 0.035
H 3.048 3.709 0.878 0.031
H -1.001 3.833 -0.133 0.035
H -0.189 3.119 -1.673 0.056
H -2.956 2.620 -0.527 0.092
H -2.210 2.056 -2.158 0.111
H -2.198 -0.202 -1.558 0.115
H -1.372 -0.025 0.124 0.042
H -3.632 -1.064 0.568 0.121
H -4.448 0.096 -0.695 0.124
H -2.809 -0.274 2.425 0.052
H -2.753 1.573 2.848 0.080
H -4.284 0.587 3.401 0.092
H 1.890 0.394 -1.693 0.063
H 3.272 1.371 -0.827 0.056
H 2.563 -0.527 1.333 0.111
H 1.055 -1.344 -0.584 0.104
C 5.052 0.137 -4.107 -0.098
C 3.895 -0.796 -4.400 -0.326
O 3.050 -0.226 -5.388 -0.093
H 4.684 1.108 -3.759 0.079
H 5.711 -0.286 -3.344 0.061
H 5.637 0.325 -5.013 0.068
H 3.300 -0.964 -3.497 0.104
H 4.254 -1.765 -4.761 0.106
H 3.585 -0.089 -6.188 0.082
C -6.745 -3.227 3.519 -0.101
C -6.099 -2.461 2.383 -0.324
O -4.730 -2.220 2.677 -0.101
H -6.665 -2.667 4.456 0.077
H -7.801 -3.417 3.310 0.070
H -6.239 -4.186 3.677 0.070
H -6.593 -1.495 2.244 0.117
H -6.163 -3.020 1.445 0.108
H -4.299 -3.084 2.791 0.095
C -4.668 6.036 0.398 -0.096
C -3.385 5.282 0.678 -0.322
O -2.369 5.704 -0.220 -0.101
H -4.997 5.867 -0.632 0.076
H -5.463 5.719 1.079 0.072
H -4.516 7.114 0.511 0.067
H -3.535 4.207 0.543 0.093
H -3.042 5.457 1.703 0.114
H -2.237 6.658 -0.086 0.089
C 4.019 -6.592 -1.352 -0.096
C 5.527 -6.610 -1.211 -0.334
O 6.118 -5.794 -2.211 -0.094
H 3.721 -6.952 -2.343 0.075
H 3.548 -7.221 -0.591 0.072
H 3.633 -5.572 -1.255 0.073
H 5.910 -7.628 -1.330 0.108
H 5.833 -6.240 -0.228 0.108
H 5.778 -4.890 -2.090 0.084
```

Output
* net charge: -1
* highest occupied orbital energy: -4.99 eV
* frontier orbital gap: 7.5 eV

***

Entry 8:
DFT (ωB97M-V/def2-TZVPD) results for a single C6H10 molecule.

The geometry in XYZ format:
```
16
Properties=species:S:1:pos:R:3:lowdin_charge:R:1
C -0.657 2.065 -0.740 -0.106
C 0.060 0.925 -0.088 -0.179
C -0.474 -1.049 1.613 -0.042
C 0.629 -1.431 0.983 -0.232
C 0.575 -1.556 -0.498 -0.210
C 0.515 -0.088 -0.868 -0.114
H -0.738 2.985 -0.162 0.067
H -0.156 2.283 -1.675 0.067
H -1.682 1.773 -0.999 0.079
H 0.309 1.071 0.960 0.096
H -0.431 -0.576 2.586 0.063
H -1.450 -1.231 1.164 0.076
H 1.604 -1.213 1.411 0.108
H -0.352 -2.053 -0.854 0.122
H 1.414 -2.085 -0.960 0.103
H 0.834 0.180 -1.873 0.102
```

Output
* highest occupied orbital energy: -8.50 eV
* frontier orbital gap: 9.7 eV
* SMILES: C=CC/C=C/C

***

Entry 9:
DFT (ωB97M-V/def2-TZVPD) results for 2 unconnected molecules or ions with the total composition CH3Br3SSi.

The geometry in XYZ format:
```
9
Properties=species:S:1:pos:R:3:lowdin_charge:R:1
C 0.538 0.465 0.822 -0.779
Si -0.924 -0.529 0.059 -0.105
S 1.967 -0.640 1.004 0.635
Br -0.426 -0.749 -2.045 0.382
Br -2.821 2.822 -2.268 -0.548
Br -1.266 -2.486 0.951 0.390
H 0.631 1.276 0.102 0.028
H 0.140 0.899 1.771 0.053
H 2.160 -1.058 -0.395 -0.056
```

Output
* highest occupied orbital energy (spin up / spin down): -7.87 / -7.85 eV
* frontier orbital gap (spin up / spin down): 3.9 / 3.8 eV

***

Q: Which energy values were calculated for the entries above? A: -67019.64014; -4689.56321; -15240.10220; -52074.39906; -42207.64344; -14966.97858; -116029.43527; -6381.47315; -229925.01787, in eV.